Entry 1:
Here is a molecular structure, C33H35BeF5N4P2S from the OMol25 dataset. Energies are from ωB97M-V/def2-TZVPD.

Each line ends with the Löwdin charge.
Element x y z (Å)
1 Be 0.04139 -2.29936 0.89770  0.22
2 C -1.91710 3.89410 3.86333  -0.12
3 C -2.54714 3.16478 2.92873  -0.10
4 C -1.97422 2.75483 1.58735  -0.20
5 C -0.63653 1.95071 1.74381  -0.20
6 C 0.59071 2.68137 1.28166  -0.13
7 C 0.86878 3.94488 1.64064  -0.11
8 C -0.11859 4.87844 2.26312  -0.18
9 C -0.54363 4.50526 3.74258  -0.17
10 C 1.77139 -2.42533 0.97583  -0.29
11 H -2.40736 4.08581 4.82183  0.10
12 H -3.59521 2.88012 3.06531  0.10
13 H -1.89047 3.56125 0.83702  0.10
14 H -2.72049 2.09835 1.11825  0.10
15 H -0.51293 1.65866 2.80035  0.10
16 H -0.76945 1.01582 1.18116  0.06
17 H 1.32994 2.06854 0.72278  0.11
18 H 1.84530 4.36732 1.40216  0.10
19 H -1.01180 4.79276 1.64107  0.08
20 H 0.28468 5.90641 2.19896  0.11
21 H 0.22345 3.83852 4.21113  0.12
22 H -0.58514 5.47436 4.27393  0.10
23 H 2.33504 -1.60937 1.44478  0.01
24 H 2.22178 -2.40102 -0.06842  -0.13
25 H 2.07688 -3.41645 1.35198  0.01
26 P 1.65976 -1.43934 -1.55378  1.00
27 P -1.79418 -0.80229 -1.13153  1.15
28 N 2.99267 -0.36408 -1.84548  -0.23
29 N 2.29408 -2.79201 -2.50737  -0.21
30 N -1.76332 0.94787 -2.01910  -0.19
31 N -3.43240 -1.25913 -1.71408  -0.27
32 C 0.48420 -0.77203 -2.68141  -0.42
33 C -0.87651 -1.46284 -2.54416  -0.42
34 C 4.15600 -0.25792 -1.06504  -0.11
35 C 5.01250 0.63260 -1.70838  -0.09
36 C 4.38468 1.04976 -2.92692  -0.08
37 C 3.16294 0.41196 -3.00010  -0.16
38 C 2.46188 -4.14143 -2.18189  -0.12
39 C 3.09966 -4.77016 -3.25111  -0.09
40 C 3.32479 -3.78177 -4.25603  -0.08
41 C 2.81300 -2.58990 -3.78770  -0.14
42 C -1.17305 2.09115 -1.47542  -0.16
43 C -1.23122 3.14749 -2.39155  -0.08
44 C -1.68801 2.58419 -3.60896  -0.09
45 C -2.00935 1.25357 -3.35520  -0.19
46 C -4.33574 -0.51159 -2.49609  -0.15
47 C -5.09548 -1.38344 -3.27460  -0.09
48 C -4.71517 -2.72078 -2.92590  -0.09
49 C -3.73090 -2.62022 -1.94718  -0.16
50 H 0.87538 -0.88229 -3.69508  0.07
51 H 0.43116 0.29500 -2.43228  0.08
52 H -1.41944 -1.31260 -3.47734  0.09
53 H -0.78857 -2.54231 -2.38608  0.08
54 H 4.24329 -0.80992 -0.14008  0.10
55 H 5.97860 0.94939 -1.35982  0.09
56 H 4.76664 1.72612 -3.68034  0.10
57 H 2.41134 0.40551 -3.79030  0.10
58 H 2.11038 -4.52265 -1.23532  0.10
59 H 3.38298 -5.80544 -3.30825  0.09
60 H 3.81194 -3.91725 -5.20848  0.09
61 H 2.76169 -1.62160 -4.25680  0.08
62 H -0.64250 2.06046 -0.54643  0.05
63 H -1.01139 4.19595 -2.17267  0.10
64 H -1.77040 3.07705 -4.57121  0.10
65 H -2.39041 0.49818 -4.02824  0.10
66 H -4.39284 0.56443 -2.40953  0.11
67 H -5.81651 -1.10085 -4.03676  0.10
68 H -5.10057 -3.64281 -3.35094  0.10
69 H -3.23596 -3.39023 -1.38407  0.10
70 F 0.78745 -0.78906 7.83009  0.12
71 C 0.36143 -1.29194 6.66236  -0.13
72 C -0.18036 -0.44615 5.69344  -0.13
73 F -0.18400 0.89436 5.88737  0.10
74 C -0.64692 -1.01578 4.52338  -0.22
75 F -1.41413 -0.23150 3.73402  0.06
76 C -0.40857 -2.36611 4.17344  -0.52
77 S -0.83879 -2.99670 2.64147  0.73
78 C 0.14584 -3.17334 5.20707  -0.21
79 F 0.37223 -4.47838 4.96784  0.08
80 C 0.47345 -2.66818 6.45464  -0.13
81 F 0.96749 -3.48176 7.41687  0.11

* spin multiplicity: 1
* relative energy (zero: lowest compared OMol25 entry of this formula, charge and spin): 1.572 eV
* orbital gap: 6.825 eV
* E_LUMO: -1.65 eV
* total charge: 0



Entry 2:
Here is a molecular structure, C33H35CdF3GeN6O5Se from the OMol25 dataset. Energies are from ωB97M-V/def2-TZVPD.

Each line ends with the Löwdin charge.
Element x y z (Å)
1 Cd 0.67807 -0.39594 0.47788  1.42
2 O 1.77475 -2.52344 6.49369  0.04
3 C 1.73152 -2.04035 5.21182  -0.30
4 C 2.01544 -2.85361 4.12465  0.04
5 C 1.93819 -2.31214 2.85187  -0.18
6 N 1.59753 -1.04739 2.65328  0.09
7 C 1.34734 -0.25757 3.69097  -0.20
8 C 1.40396 -0.70886 4.99800  0.05
9 C 1.02458 1.19625 3.32362  -0.67
10 O 0.79346 1.98589 4.25505  -0.03
11 O 1.04834 1.43638 2.08904  -0.20
12 C 2.31316 -3.11262 1.58551  -0.66
13 O 2.81074 -4.23513 1.78534  -0.03
14 O 2.10203 -2.51006 0.50990  -0.08
15 H 2.02140 -3.45141 6.44690  0.09
16 H 2.30643 -3.89218 4.23694  0.12
17 H 1.19211 -0.03814 5.81858  0.12
18 C 0.48919 -6.76662 1.16159  -0.07
19 C 0.07053 -5.42363 0.62929  -0.30
20 C 0.37064 -5.03642 -0.67394  -0.05
21 C -0.00227 -3.80364 -1.15802  -0.05
22 C -0.73722 -2.88231 -0.38457  -0.29
23 N -1.24088 -1.69232 -0.84847  0.02
24 C -1.78514 -1.60505 -2.07934  -0.24
25 C -2.00579 -2.72094 -2.94027  -0.04
26 C -2.46803 -2.60079 -4.23158  -0.08
27 C -2.81195 -1.36734 -4.77110  -0.32
28 C -3.24033 -1.22511 -6.20856  -0.09
29 C -2.78368 -0.28538 -3.90509  -0.02
30 C -2.32390 -0.37726 -2.59843  -0.12
31 N -2.57558 0.75774 -1.77529  -0.09
32 C -2.70733 2.03431 -2.21148  -0.11
33 C -3.26420 2.76183 -1.18909  -0.11
34 C -3.41902 1.82887 -0.14784  -0.19
35 N -3.01333 0.62577 -0.51524  0.09
36 C -0.92566 -3.24511 0.97010  -0.15
37 C -0.54411 -4.49287 1.44646  -0.01
38 N -1.47397 -2.30893 1.89147  -0.07
39 C -2.27580 -2.56683 2.94689  -0.07
40 C -2.49434 -1.37229 3.59898  -0.06
41 C -1.76935 -0.42772 2.85794  -0.14
42 N -1.16405 -1.01075 1.83875  0.02
43 H 0.69341 -7.45878 0.34387  0.06
44 H -0.28748 -7.19772 1.79778  0.06
45 H 1.40223 -6.65627 1.75360  0.07
46 H 0.93274 -5.70952 -1.31306  0.11
47 H 0.29864 -3.48998 -2.14770  0.12
48 H -1.78746 -3.70862 -2.56329  0.09
49 H -2.57041 -3.49373 -4.84295  0.10
50 H -3.72343 -2.13772 -6.56477  0.06
51 H -2.38266 -1.02971 -6.86098  0.07
52 H -3.94253 -0.39765 -6.33229  0.06
53 H -3.17328 0.66455 -4.25451  0.10
54 H -2.36635 2.34443 -3.18299  0.11
55 H -3.49113 3.81337 -1.18634  0.08
56 H -3.82203 1.97480 0.84213  0.09
57 H -0.69663 -4.72680 2.49556  0.11
58 H -2.64737 -3.55430 3.15570  0.11
59 H -3.07708 -1.20907 4.48846  0.08
60 H -1.65418 0.63018 3.02940  0.11
61 C 0.95004 5.68875 -2.31941  -0.26
62 Ge 2.53958 5.23629 -1.23813  0.77
63 C 3.09695 6.91138 -0.30297  -0.24
64 C 3.97267 4.72003 -2.51149  -0.23
65 C 2.13483 3.80621 0.06706  -0.57
66 Se 0.22950 3.35784 0.07847  0.86
67 C -0.27360 4.35285 1.67917  -0.39
68 H 1.15636 6.46617 -3.05934  0.01
69 H 0.13873 6.01950 -1.67303  0.00
70 H 0.60923 4.78934 -2.83239  0.01
71 H 3.25663 7.72036 -1.01826  0.00
72 H 4.02188 6.76556 0.25654  0.00
73 H 2.31844 7.22164 0.39531  0.00
74 H 4.04200 5.44841 -3.32116  0.00
75 H 3.72773 3.74742 -2.93896  0.01
76 H 4.94653 4.64761 -2.02671  0.01
77 H 2.41194 4.07169 1.08609  0.02
78 H 2.65912 2.89079 -0.20043  -0.01
79 H -1.35374 4.49297 1.64084  0.01
80 H 0.22381 5.32266 1.67752  0.01
81 H 0.00494 3.76935 2.55631  0.00
82 F 1.71014 -0.61280 -2.34819  -0.02
83 C 1.65975 0.33241 -1.35349  -0.58
84 F 2.98611 0.70217 -1.19737  -0.04
85 F 1.12194 1.43707 -2.00982  -0.10

* spin multiplicity: 1
* relative energy (zero: lowest compared OMol25 entry of this formula, charge and spin): 1.167 eV
* orbital gap: 5.535 eV
* E_LUMO: 4.26 eV
* total charge: -2



Entry 3:
Here is 5 unconnected molecules or ions with the total composition C33H35F4N3O from the OMol25 dataset. Energies are from ωB97M-V/def2-TZVPD.

Each line ends with the Löwdin charge.
Element x y z (Å)
1 C 2.89453 -1.06654 -2.49953  -0.11
2 O 2.37589 -2.23484 -3.09528  -0.18
3 C 2.45910 -3.36424 -2.25546  -0.24
4 C 1.63975 -3.23779 -0.97363  -0.18
5 C 0.21803 -2.73427 -1.21193  -0.19
6 C -0.60708 -3.70598 -2.05599  -0.12
7 C -2.15067 -3.53821 -2.01438  -0.51
8 N -2.67719 -3.71823 -3.36588  0.09
9 C -2.72081 -4.55145 -1.08623  -0.17
10 N -3.18699 -5.33516 -0.39176  0.17
11 C -2.63555 -2.16655 -1.50356  -0.13
12 C -2.22250 -1.07061 -2.37887  -0.23
13 N -1.91688 -0.20644 -3.06556  0.17
14 H 3.01985 -0.32218 -3.28571  0.09
15 H 2.21671 -0.65580 -1.74364  0.07
16 H 3.86886 -1.25274 -2.02788  0.10
17 H 2.10104 -4.20638 -2.85285  0.12
18 H 3.50920 -3.56721 -1.99914  0.12
19 H 2.14184 -2.56622 -0.27064  0.10
20 H 1.60785 -4.22299 -0.49417  0.12
21 H -0.24660 -2.56370 -0.23718  0.12
22 H 0.26758 -1.77267 -1.72984  0.10
23 H -0.36388 -4.72865 -1.75113  0.12
24 H -0.31737 -3.60856 -3.10523  0.13
25 H -3.69070 -3.76815 -3.35612  0.09
26 H -2.33509 -4.58768 -3.75995  0.09
27 H -2.29039 -1.96220 -0.49124  0.12
28 H -3.72755 -2.16565 -1.46343  0.12
29 F 3.43060 1.07063 -0.37292  0.03
30 C 2.83808 1.05799 0.84337  -0.28
31 C 1.88667 2.01565 1.12618  -0.01
32 C 1.27314 1.98281 2.37042  -0.08
33 C 1.61236 1.00649 3.29696  -0.09
34 C 2.57429 0.05665 2.98173  -0.08
35 C 3.19866 0.07517 1.74222  -0.02
36 H 1.63595 2.76238 0.38521  0.12
37 H 0.52652 2.72764 2.61375  0.10
38 H 1.13530 0.98879 4.26726  0.08
39 H 2.84381 -0.70282 3.70362  0.11
40 H 3.95239 -0.65230 1.47205  0.12
41 F 6.75809 1.40932 -6.14215  0.05
42 C 6.40313 2.14394 -5.06759  -0.29
43 C 5.67189 1.54235 -4.06321  -0.01
44 C 5.31120 2.30338 -2.95995  -0.08
45 C 5.68304 3.63873 -2.87857  -0.09
46 C 6.41774 4.21721 -3.90431  -0.09
47 C 6.78565 3.46899 -5.01366  -0.02
48 H 5.39588 0.50005 -4.15204  0.11
49 H 4.74075 1.85237 -2.15977  0.08
50 H 5.39965 4.22692 -2.01596  0.10
51 H 6.70777 5.25797 -3.84405  0.10
52 H 7.35840 3.89650 -5.82522  0.12
53 F -4.35485 0.08451 -0.45340  0.04
54 C -5.68065 0.16943 -0.70371  -0.29
55 C -6.09622 0.19565 -2.01952  -0.02
56 C -7.45777 0.27300 -2.27676  -0.08
57 C -8.36857 0.32315 -1.23030  -0.10
58 C -7.91771 0.29740 0.08245  -0.08
59 C -6.55981 0.21984 0.35799  -0.02
60 H -5.36325 0.16950 -2.81550  0.12
61 H -7.80581 0.29736 -3.30087  0.11
62 H -9.42834 0.38398 -1.43766  0.10
63 H -8.62547 0.33745 0.89976  0.10
64 H -6.18370 0.19563 1.37159  0.12
65 F 1.32432 2.91216 6.37823  0.05
66 C 0.11138 2.67427 6.91912  -0.29
67 C -0.92346 2.30176 6.08562  -0.02
68 C -2.16958 2.05603 6.64448  -0.08
69 C -2.36156 2.18536 8.01296  -0.10
70 C -1.30165 2.56153 8.82709  -0.08
71 C -0.04944 2.80955 8.28320  -0.02
72 H -0.75407 2.21404 5.02089  0.10
73 H -2.99173 1.76163 6.00574  0.11
74 H -3.33471 1.99345 8.44417  0.10
75 H -1.44790 2.66379 9.89422  0.11
76 H 0.79092 3.10296 8.89721  0.12

* spin multiplicity: 1
* orbital gap: 9.604 eV
* SMILES string: COCCCC[C@@](N)(C#N)CC#N.Fc1ccccc1.Fc1ccccc1.Fc1ccccc1.Fc1ccccc1
* E_LUMO: 0.43 eV
* total charge: 0